{
  "formula": "C43H30IN2PPd",
  "method": "ωB97M-V/def2-TZVPD",
  "orbital_gap_ev": [4.085, 4.570],
  "multiplicity": 5,
  "total_charge": 2,
  "s2": 6.098,
  "molar_mass_g_mol": 839.0,
  "symbols": ["Pd", "I", "C", "C", "C", "C", "C", "C", "C", "C", "C", "P", "C", "C", "C", "C", "C", "C", "C", "C", "C", "C", "C", "C", "C", "H", "H", "H", "H", "H", "H", "H", "H", "H", "H", "H", "H", "H", "H", "H", "H", "C", "C", "C", "C", "C", "C", "C", "C", "C", "C", "C", "C", "C", "C", "C", "H", "H", "H", "H", "H", "H", "H", "H", "H", "H", "N", "C", "C", "C", "C", "C", "N", "C", "H", "H", "H", "H"],
  "positions_angstrom": [[1.9568, 0.8394, -0.3476], [4.5224, 1.0707, -0.3557], [1.3180, 2.7350, -0.8563], [2.1850, 3.7936, -1.3731], [1.7533, 5.0126, -1.8236], [0.4075, 5.3705, -1.9928], [-0.7724, 4.6449, -1.7732], [-1.9576, 5.3605, -2.0743], [-3.2014, 4.8342, -1.8827], [-3.3424, 3.4845, -1.4291], [-2.2618, 2.7344, -1.1348], [-2.4321, 0.9647, -0.8442], [-2.7074, 0.0918, -2.3659], [-2.1658, -1.1896, -2.5047], [-2.4196, -1.9176, -3.6548], [-3.2087, -1.3747, -4.6600], [-3.7499, -0.1032, -4.5220], [-3.5024, 0.6332, -3.3763], [-3.6955, 0.6473, 0.3536], [-4.2805, -0.6233, 0.3581], [-5.2350, -0.9306, 1.3116], [-5.6127, 0.0243, 2.2473], [-5.0352, 1.2881, 2.2420], [-4.0714, 1.6028, 1.3003], [-0.8568, 3.2585, -1.1960], [3.2493, 3.6015, -1.4428], [2.4890, 5.7394, -2.1429], [0.2488, 6.3618, -2.4022], [-1.8586, 6.3685, -2.4552], [-4.0843, 5.4167, -2.1078], [-4.3422, 3.0718, -1.3528], [-1.5521, -1.6129, -1.7182], [-1.9989, -2.9072, -3.7683], [-3.4015, -1.9442, -5.5592], [-4.3597, 0.3168, -5.3096], [-3.9231, 1.6262, -3.2877], [-4.0066, -1.3616, -0.3852], [-5.6931, -1.9099, 1.3193], [-6.3665, -0.2168, 2.9848], [-5.3368, 2.0250, 2.9735], [-3.6097, 2.5820, 1.3116], [2.2229, -1.0672, 0.2638], [2.7239, -1.9687, 1.0114], [3.2675, -2.9359, 1.8185], [2.5608, -4.1943, 2.0098], [1.6231, -4.6320, 1.0621], [0.9366, -5.8163, 1.2528], [1.1691, -6.5809, 2.3903], [2.0909, -6.1524, 3.3377], [2.7818, -4.9684, 3.1558], [4.5826, -2.6024, 2.3785], [5.5681, -3.5889, 2.5043], [6.8177, -3.2596, 2.9966], [7.1070, -1.9487, 3.3594], [6.1390, -0.9618, 3.2291], [4.8842, -1.2828, 2.7401], [1.4704, -4.0583, 0.1553], [0.2318, -6.1576, 0.5063], [0.6378, -7.5117, 2.5352], [2.2680, -6.7442, 4.2256], [3.4828, -4.6305, 3.9074], [5.3534, -4.6039, 2.1977], [7.5741, -4.0270, 3.0913], [8.0858, -1.7001, 3.7464], [6.3584, 0.0554, 3.5253], [4.1157, -0.5212, 2.6727], [0.4320, 2.4571, -4.4128], [0.3385, 2.3540, -3.2728], [0.1807, 2.2632, -1.8330], [0.1374, 3.2349, 0.0680], [-0.2087, 2.3038, 1.1915], [-0.7029, 1.0824, 1.0246], [-0.9224, 0.5449, -0.2970], [0.1364, 0.8204, -1.2828], [0.2905, 4.2370, 0.4637], [-0.0011, 2.6463, 2.1980], [-0.9576, 0.4291, 1.8482], [0.1352, 0.0770, -2.0723]],
  "forces_ev_per_a": [[-0.40, -0.21, -0.22], [0.13, -0.10, 0.11], [-0.04, -0.02, 0.06], [0.08, -0.01, 0.02], [-0.14, -0.04, -0.03], [0.11, 0.03, -0.03], [-0.16, 0.08, -0.03], [0.17, -0.02, 0.05], [-0.08, -0.14, 0.05], [-0.09, 0.19, 0.02], [0.09, -0.09, 0.01], [-0.11, 0.14, -0.07], [0.01, -0.03, -0.05], [-0.01, -0.04, 0.03], [0.01, 0.01, 0.02], [-0.02, 0.03, -0.02], [0.02, -0.03, 0.00], [0.02, 0.04, -0.01], [-0.03, -0.13, 0.01], [-0.05, 0.02, -0.02], [-0.02, 0.02, 0.02], [0.00, -0.01, -0.01], [0.00, -0.01, -0.01], [0.05, 0.04, 0.06], [0.07, -0.08, -0.17], [0.01, 0.03, 0.02], [0.02, -0.01, 0.01], [-0.01, 0.00, 0.00], [-0.01, 0.00, 0.00], [0.00, 0.01, 0.00], [0.01, -0.04, 0.00], [0.00, 0.01, 0.00], [0.00, 0.00, 0.00], [0.00, 0.00, 0.00], [0.00, 0.00, 0.00], [0.01, 0.01, 0.02], [0.01, 0.01, 0.00], [0.00, 0.00, 0.00], [0.00, 0.00, 0.00], [0.01, 0.01, 0.00], [0.00, 0.00, -0.02], [0.37, 0.26, 0.22], [-0.22, 0.04, -0.17], [0.04, -0.09, -0.04], [0.06, 0.06, -0.03], [-0.02, -0.04, 0.00], [0.02, 0.00, 0.01], [0.00, 0.00, -0.02], [0.01, 0.00, 0.02], [-0.01, -0.03, 0.02], [-0.04, -0.06, 0.00], [-0.01, 0.03, 0.01], [0.01, 0.02, 0.01], [0.02, -0.04, 0.00], [-0.03, 0.01, -0.01], [0.04, 0.01, -0.01], [0.01, 0.02, 0.01], [0.00, 0.00, 0.00], [0.00, 0.00, 0.00], [0.00, 0.00, 0.00], [-0.01, 0.01, 0.00], [0.00, 0.00, 0.00], [0.00, 0.00, 0.00], [0.00, 0.01, 0.00], [0.00, 0.00, 0.01], [-0.01, -0.01, 0.02], [0.01, 0.01, 0.00], [-0.03, -0.06, 0.02], [0.01, 0.10, -0.08], [-0.01, 0.10, 0.09], [0.02, -0.04, 0.01], [0.05, 0.02, -0.03], [0.11, -0.01, 0.06], [-0.07, 0.05, 0.07], [0.00, 0.00, 0.00], [0.00, 0.02, -0.01], [-0.01, 0.00, 0.00], [0.02, -0.03, 0.02]],
  "mulliken_charge": [-0.56, 0.15, 0.10, -0.30, -0.99, -0.76, 1.38, -1.15, -1.32, 0.04, -0.17, 1.95, 0.54, -0.21, -0.87, -0.61, -0.80, -0.55, 0.65, -0.58, -0.89, -0.52, -0.89, -0.30, 1.06, 0.10, 0.47, 0.45, 0.46, 0.49, 0.62, 0.62, 0.46, 0.44, 0.46, 0.34, 0.40, 0.45, 0.43, 0.45, 0.40, -1.65, 1.69, -0.12, 0.52, -0.58, -0.60, -0.46, -0.74, -0.21, 0.37, -0.18, -0.69, -0.47, -0.79, -0.65, 0.39, 0.40, 0.41, 0.41, 0.55, 0.57, 0.42, 0.41, 0.42, 0.79, -0.59, -0.40, 2.92, 0.38, -1.32, -0.67, 0.38, -2.49, 0.66, 0.62, 0.66, 0.19]
}